No. 1
The following is a quantum chemistry calculation of C4H6O in the gas phase, from the OMol25 dataset.

Structure (XYZ):
```
11
Properties=species:S:1:pos:R:3:lowdin_charge:R:1
O 0.67422 -0.23830 0.09124 -0.19
C 1.55548 0.52669 0.86617 -0.12
C -1.70329 -1.21244 -1.88814 0.12
C -0.68550 0.11414 0.18315 -0.26
C -1.33748 -0.58332 -0.93070 -0.10
H 2.55697 0.19960 0.57664 0.09
H -1.98852 -1.78158 -2.74454 0.03
H 1.42429 0.35785 1.94531 0.09
H -0.83034 1.20468 0.09487 0.12
H -1.12521 -0.19095 1.14785 0.13
H 1.45939 1.60363 0.65815 0.09
```

Calculated values
* M: 70.09 g/mol
* LUMO energy: 1.03 eV
* gap between HOMO and LUMO: 11.0 eV
* SMILES string: C#CCOC

No. 2
The following is a quantum chemistry calculation of C19H19N3O4 in the gas phase, from the OMol25 dataset.

Structure (XYZ):
```
45
Properties=species:S:1:pos:R:3:lowdin_charge:R:1
O 7.35858 -2.71522 -0.63472 0.07
O -3.02951 1.54927 -2.22402 0.13
O -1.95764 0.85760 -0.35367 -0.02
O 7.88319 -0.99418 -1.81612 0.07
N -0.89119 1.68543 -0.73686 0.15
N 2.64405 1.08668 0.89520 -0.09
N 7.15791 -1.58075 -1.03206 -0.37
C -6.25363 -0.96388 -1.21547 -0.03
C 2.36123 2.48608 0.68557 -0.15
C 3.74113 0.44882 0.40357 -0.21
C 4.05606 -0.85496 0.84044 -0.01
C 4.60681 1.04750 -0.53309 -0.01
C 5.16542 -1.51419 0.37460 0.01
C -3.97240 -0.83079 0.35148 -0.01
C 0.07712 1.76930 0.06702 -0.26
C 5.71601 0.38764 -0.99859 0.01
C 0.21903 1.08449 1.39674 -0.09
C 1.55390 0.33290 1.48772 -0.14
C -7.27413 -2.68025 0.30193 -0.05
C -5.00972 -1.67157 0.70365 -0.04
C -4.07051 -0.04606 -0.79484 -0.13
C -6.16236 -1.75108 -0.07089 -0.27
C 1.22907 2.64587 -0.32992 -0.09
C -2.99856 0.87337 -1.23421 -0.43
C -5.22301 -0.12170 -1.57607 0.00
C 6.00763 -0.89911 -0.54952 -0.18
H 6.36924 0.84664 -1.72470 0.12
H -7.24624 -2.91864 1.36223 0.08
H 5.40660 -2.50766 0.72016 0.12
H 0.89940 3.68483 -0.38201 0.13
H 1.56464 2.36142 -1.32870 0.13
H 2.06633 2.92290 1.64672 0.13
H -3.08533 -0.78018 0.96318 0.11
H -4.92665 -2.27705 1.59489 0.11
H -7.14337 -1.01626 -1.82590 0.11
H 3.43672 -1.34325 1.57409 0.10
H -8.24060 -2.24396 0.06026 0.08
H -0.59946 0.38080 1.54785 0.11
H 4.39858 2.02948 -0.92472 0.10
H 1.45374 -0.61563 0.95000 0.13
H 1.76679 0.10985 2.54253 0.13
H -7.17914 -3.61146 -0.25752 0.09
H 3.25644 3.00941 0.35737 0.11
H -5.28603 0.49157 -2.46204 0.12
H 0.15388 1.84599 2.17842 0.13
```

Calculated values
* M: 353.38 g/mol
* LUMO energy: -0.15 eV
* gap between HOMO and LUMO: 8.2 eV
* SMILES string: Cc1ccc(C(=O)ON=C2CCN(c3ccc([N+](=O)[O-])cc3)CC2)cc1

No. 3
The following is a quantum chemistry calculation of C4H8N2O in the gas phase, from the OMol25 dataset.

Structure (XYZ):
```
15
Properties=species:S:1:pos:R:3:lowdin_charge:R:1
O 1.51962 -1.48752 -0.85735 0.05
N -0.40059 1.36930 0.23520 0.04
N 2.10110 0.26266 0.48145 0.18
C 1.22375 -0.48904 -0.22237 -0.51
C -0.78703 0.87927 -1.09307 -0.09
C -1.10000 -1.09496 0.54583 -0.01
C -0.22020 -0.04437 -0.08651 -0.45
H -2.09421 -0.68345 0.75395 0.08
H 3.07963 0.03102 0.43346 0.11
H -1.19350 -1.95513 -0.12209 0.09
H -1.22390 1.50456 0.81589 0.10
H -0.18194 1.24026 -1.92047 0.11
H 1.78673 1.13615 0.87283 0.09
H -1.84794 0.77984 -1.32263 0.11
H -0.66153 -1.44859 1.48588 0.09
```

Calculated values
* M: 100.12 g/mol
* LUMO energy: 1.01 eV
* gap between HOMO and LUMO: 10.6 eV
* SMILES string: C[C@@]1(C(N)=O)CN1

No. 4
The following is a quantum chemistry calculation of CH6ClP3 in the gas phase, from the OMol25 dataset.

Structure (XYZ):
```
11
Properties=species:S:1:pos:R:3:lowdin_charge:R:1
Cl 3.34271 -0.96615 -0.11693 0.06
P -0.96505 -0.46799 -1.70026 0.65
P 1.23691 -0.87259 0.23075 0.36
P -0.47601 1.70422 0.58923 0.67
C -0.36138 -0.14304 0.01758 -1.09
H -2.24020 -0.21830 -1.29122 -0.15
H -1.80167 1.58703 0.42772 -0.17
H 1.56908 -0.74171 1.63584 -0.03
H 0.96346 -2.16897 0.41850 -0.06
H -0.41694 1.47405 2.05193 -0.10
H -0.85090 0.81344 -2.26313 -0.13
```

Calculated values
* M: 146.43 g/mol
* LUMO energy: -0.56 eV
* gap between HOMO and LUMO: 8.0 eV
* SMILES string: PC(P)=[PH2]Cl

No. 5
The following is a quantum chemistry calculation of a molecular structure, C4H7N, from the OMol25 dataset.

Structure (XYZ):
```
12
Properties=species:S:1:pos:R:3:lowdin_charge:R:1
N 2.12046 -0.25198 0.19057 0.04
C -1.34390 1.11742 -0.10233 -0.02
C -0.72588 -1.43138 -0.12751 -0.10
C -0.53575 0.04017 -0.10468 -0.22
C 1.33371 0.72359 0.18927 -0.11
H 0.21379 -1.94749 -0.49939 0.09
H 1.31073 1.86420 0.07953 0.10
H -2.36125 1.27676 -0.25989 0.03
H -0.77013 2.05651 -0.06611 0.03
H 3.10164 -0.02519 0.46024 0.06
H -0.74501 -1.75269 0.88095 0.06
H -1.59842 -1.66993 -0.64065 0.05
```

Calculated values
* M: 69.11 g/mol
* LUMO energy: 1.11 eV
* gap between HOMO and LUMO: 10.1 eV

No. 6
The following is a quantum chemistry calculation of 2 unconnected molecules or ions with the total composition C2H3N3O2, from the OMol25 dataset.

Structure (XYZ):
```
10
Properties=species:S:1:pos:R:3:lowdin_charge:R:1
O -1.66516 -1.36800 -0.04702 0.03
O -1.09305 1.47546 0.41438 -0.08
N -0.39665 0.58144 -0.36565 -0.14
N 1.68430 -0.26491 0.07049 0.09
N 0.98005 0.88604 -0.05280 0.01
C -0.53849 -0.80234 -0.11416 -0.39
C 0.80120 -1.17932 0.22013 -0.09
H 1.43688 1.48149 -0.65119 0.11
H -2.30378 1.37234 -0.10608 0.32
H 1.09471 -2.18220 0.63189 0.14
```

Calculated values
* M: 101.06 g/mol
* LUMO energy: -0.40 eV
* gap between HOMO and LUMO: 9.2 eV

No. 7
The following is a quantum chemistry calculation of a molecular structure, C27H44N2O3PPdS4Se4, from the OMol25 dataset.

Structure (XYZ):
```
86
Properties=species:S:1:pos:R:3:lowdin_spin:R:1
Pd -1.29385 -0.06284 0.37218 0.52
Se -2.32803 2.14579 -0.05776 0.23
Se -2.11884 0.69878 -1.73005 0.59
Se 1.95827 0.27875 -0.87924 0.99
Se 1.55293 2.29448 -0.23381 0.98
S -4.68813 -0.73007 -1.55502 0.17
S -0.35937 -2.17662 -0.37224 0.04
S 0.39198 0.78847 3.11218 0.01
S -3.25954 -0.95753 1.48783 0.30
P -4.92389 -0.56840 0.38006 0.05
O -0.15176 -0.30989 2.20516 0.02
O -5.98513 -1.59798 0.97620 0.04
O -5.46274 0.82626 0.86574 0.01
N -1.79119 -3.95415 1.02366 0.00
N -2.41531 -3.67879 -1.15364 0.00
C -0.21456 -0.80912 7.31319 0.00
C -2.29152 -3.23463 -2.53778 0.00
C -0.67946 -1.53550 6.22890 0.00
C -2.61184 4.16650 3.05747 0.00
C -2.34476 -5.69202 4.26591 0.00
C -7.53718 0.90522 2.13380 0.00
C -1.10833 -3.64474 2.27396 0.00
C -1.27467 4.41306 2.78943 0.00
C 0.61113 0.89858 5.83753 0.00
C -7.58135 0.99387 -0.39955 0.00
C -1.91267 -5.57357 -3.55039 0.00
C -6.83327 1.34415 0.86814 0.00
C -5.91534 -3.01065 0.64643 0.00
C -0.50551 -1.05288 4.93853 0.00
C -0.39280 -4.86194 2.84132 0.00
C -0.80656 2.09400 3.13706 0.00
C 0.43031 0.40653 7.11803 0.00
C -5.87186 -3.77405 1.95357 0.00
C 0.13385 0.16134 4.76347 0.00
C -1.54083 -6.52153 -2.41358 0.00
C -7.10368 -3.34850 -0.22707 0.00
C -1.31081 -6.02806 3.19905 0.00
C -2.14321 1.83480 3.42096 0.00
C -1.63531 -3.32822 -0.14175 0.00
C -0.35873 3.36809 2.82213 0.01
C -1.40298 -4.14071 -3.37868 0.00
C -3.04822 2.88113 3.37174 0.00
H -2.01648 -6.26084 -1.46694 0.00
H -8.53278 1.52600 -0.40255 0.00
H 0.14632 -4.53781 3.73581 0.00
H -2.47171 0.82874 3.65494 0.00
H -1.89192 -2.22129 -2.51872 0.00
H -7.01721 1.28339 -1.28287 0.00
H -0.35028 -1.18979 8.31565 0.00
H -7.72044 -0.16768 2.13209 0.00
H -0.85909 -1.59820 4.07545 0.00
H -7.07346 -4.40027 -0.51486 0.00
H -0.69184 -6.85847 3.54362 0.00
H 0.36283 -5.18985 2.12371 0.00
H -2.52784 -4.64382 1.08063 0.00
H -8.49488 1.42183 2.20144 0.00
H -3.32275 4.98068 3.02490 0.00
H -6.94695 1.16118 3.01276 0.00
H -7.79111 -0.07463 -0.45302 0.00
H -0.46273 -6.51394 -2.24345 0.00
H 0.79486 0.96913 7.96543 0.00
H -3.10974 -4.39038 -0.97878 0.00
H -5.02487 -3.44927 2.55755 0.00
H -1.50374 -5.97763 -4.47732 0.00
H -0.94297 5.41411 2.54989 0.00
H -1.83206 -7.54533 -2.64590 0.00
H -0.39800 -4.15104 -2.94523 0.00
H -6.78707 -3.60679 2.52127 0.00
H -4.98333 -3.17117 0.09137 0.00
H -1.18021 -2.48153 6.38428 0.00
H -1.30840 -3.66386 -4.35694 0.00
H -8.03147 -3.17396 0.31737 0.00
H -3.30622 -3.18520 -2.93703 0.00
H -4.09352 2.69677 3.57862 0.00
H -6.66113 2.42188 0.90393 0.00
H -1.80983 -6.40477 2.29947 0.00
H -2.94144 -6.56569 4.52529 0.00
H -5.78066 -4.84475 1.76419 0.00
H -0.40440 -2.84144 2.06239 0.00
H -3.03739 -4.91290 3.94264 0.00
H -2.99878 -5.56113 -3.69149 0.00
H -1.86066 -5.34018 5.17847 0.00
H -1.85336 -3.25607 2.97350 0.00
H 0.68631 3.53928 2.60098 0.00
H 1.11486 1.84452 5.68054 0.00
H -7.09927 -2.73747 -1.12848 0.00
```

Calculated values
* M: 1026.16 g/mol
* LUMO energy (spin up / spin down): -4.07 / -4.54 eV
* gap between HOMO and LUMO (spin up / spin down): 6.1 / 6.2 eV
* multiplicity: 5
* ⟨S²⟩: 6.0216
* charge: +1

Which value of M does entry 4 give?
146.43 g/mol

The lowest M belongs to which entry?
C4H7N